Here is a molecular structure, C33H31BrLuN4O4S3 at a distorted geometry from OMol25. Energies are from ωB97M-V with the def2-TZVPD basis set.

```
77
Properties=species:S:1:pos:R:3:forces:R:3:mulliken_charge:R:1
Lu 0.4491 1.2531 -0.4543 0.146 0.715 -2.422 1.379
C 1.7075 3.5903 -5.6325 -0.103 -0.126 0.271 -1.488
C 1.0110 3.5493 -4.3201 -0.839 0.080 -0.853 0.405
C -0.3432 3.4764 -4.1211 0.274 -0.022 0.577 -0.692
C -0.8563 3.3521 -2.8227 -0.685 0.173 -1.429 0.619
N -0.0193 3.2262 -1.7561 1.749 -0.364 0.497 0.204
C 1.2895 3.3708 -1.9427 -0.961 0.662 -0.340 -0.022
S 2.3274 3.3741 -0.6125 0.379 -0.199 0.742 -0.494
N 1.8122 3.5810 -3.1919 0.560 -0.008 0.539 -0.055
C -2.3168 3.3357 -2.5428 0.204 0.099 0.111 -1.435
H 1.0089 3.8402 -6.4252 -0.014 0.011 -0.084 0.370
H 2.1482 2.6153 -5.8512 0.165 -0.058 -0.157 0.256
H 2.5093 4.3289 -5.6145 0.107 0.107 -0.126 0.382
H -1.0190 3.4748 -4.9597 -0.054 0.044 -0.189 0.387
H 2.8183 3.6337 -3.2680 -0.238 0.021 0.067 0.297
H -2.8668 2.9692 -3.4051 -0.158 -0.070 0.012 0.400
H -2.6669 4.3441 -2.3130 -0.177 0.124 0.082 0.295
H -2.5244 2.7064 -1.6772 -0.153 -0.014 -0.038 0.223
O -0.1153 -0.8238 -0.0061 0.098 0.032 -0.599 -0.858
S -0.1613 -1.6950 1.1974 -0.820 -1.264 0.732 0.542
C -1.9212 -1.6305 1.7237 0.417 0.180 -0.089 -0.685
C -2.1710 -2.6469 2.7897 0.040 -0.038 0.202 0.176
C -1.1865 -2.8940 3.7428 -0.087 -0.018 0.009 -0.062
C -1.3615 -3.8752 4.7012 -0.012 -0.043 0.021 -0.815
C -2.5349 -4.6108 4.7268 -0.005 -0.075 0.050 -0.461
C -3.5330 -4.3506 3.8038 -0.047 0.022 -0.029 -0.685
C -3.3533 -3.3755 2.8368 0.071 0.028 -0.037 -0.442
C -0.1996 -3.4232 0.4782 0.037 0.544 0.106 -1.119
C -1.0445 -3.4421 -0.7449 -0.028 -0.107 -0.097 0.037
C -2.3692 -3.8681 -0.6965 0.136 0.022 0.027 -0.231
C -3.1581 -3.8267 -1.8326 -0.035 -0.039 -0.049 -0.724
C -2.6281 -3.3658 -3.0251 0.038 -0.169 -0.013 -0.513
C -1.3087 -2.9488 -3.0813 0.108 -0.059 -0.069 -0.633
C -0.5202 -2.9781 -1.9463 -0.098 -0.160 -0.047 0.251
H -2.5315 -1.7858 0.8335 0.063 0.067 -0.083 0.380
H -2.0668 -0.6067 2.0738 0.063 0.056 -0.048 0.735
H -0.2731 -2.3182 3.7121 0.106 0.036 0.151 0.386
H -0.5824 -4.0703 5.4225 0.064 -0.007 0.079 0.412
H -2.6713 -5.3894 5.4603 -0.019 -0.071 0.121 0.395
H -4.4556 -4.9106 3.8270 -0.073 -0.066 0.023 0.399
H -4.1369 -3.1837 2.1181 -0.040 0.044 -0.119 0.505
H -0.5583 -4.0881 1.2600 0.031 0.019 0.106 0.623
H 0.8451 -3.6473 0.2613 0.046 0.038 0.036 0.542
H -2.7735 -4.2352 0.2369 -0.051 -0.053 0.078 0.576
H -4.1919 -4.1362 -1.7868 -0.062 -0.067 0.019 0.405
H -3.2444 -3.3290 -3.9107 -0.037 0.054 -0.052 0.375
H -0.8999 -2.5743 -4.0073 0.025 0.057 -0.082 0.338
H 0.5070 -2.6418 -1.9828 0.035 0.068 -0.036 0.127
S -3.1342 -0.1396 -2.5533 -1.324 -0.238 0.062 -0.436
C -1.6092 0.2442 -2.3825 1.462 0.345 -0.407 0.339
N -0.4658 0.5449 -2.3208 -0.697 -0.664 -0.369 -0.715
Br -1.1733 4.8489 0.7297 -0.033 0.688 0.235 -0.103
C 0.1445 4.6351 2.0673 -0.370 -0.167 -0.137 0.154
C 0.6623 5.7762 2.6596 0.017 -0.031 -0.079 -0.718
C 1.6507 5.6616 3.6187 -0.053 -0.032 -0.021 -0.463
C 2.1026 4.4108 4.0112 0.080 -0.087 0.031 -0.786
C 1.5893 3.2792 3.4137 -0.187 -0.008 -0.154 -0.182
C 0.6070 3.3727 2.4289 0.026 0.119 0.035 0.045
C 0.2199 2.1264 1.7096 -0.273 0.597 2.121 1.630
O -0.8327 2.0545 1.0159 -0.599 0.284 0.746 -0.797
O 1.0151 1.1475 1.7431 0.331 -0.118 0.361 -0.640
H 0.3060 6.7438 2.3409 -0.022 0.046 -0.005 0.423
H 2.0738 6.5545 4.0491 0.046 0.124 0.114 0.386
H 2.8735 4.3121 4.7580 0.093 0.052 0.130 0.394
H 1.9428 2.2934 3.6738 0.091 -0.040 0.052 0.405
O 2.3787 0.4589 -0.7413 1.632 -1.509 0.065 -0.377
N 2.9305 -0.6449 -0.2886 0.234 -0.461 0.027 0.081
C 3.2126 -0.7980 1.0338 -0.402 0.637 -0.569 -0.276
C 3.7737 -1.9546 1.5010 0.441 -0.967 -0.316 -0.768
C 4.0978 -2.9940 0.6233 -0.312 0.825 -0.254 -0.348
C 3.8455 -2.7921 -0.7370 0.307 -0.478 0.727 -0.698
C 3.2667 -1.6290 -1.1655 -0.364 0.756 0.045 -0.095
H 2.9514 0.0380 1.6637 -0.140 0.106 -0.106 0.707
H 3.9856 -2.0445 2.5540 -0.046 0.050 0.114 0.476
H 4.5521 -3.9040 0.9768 0.038 -0.104 0.044 0.430
H 4.1151 -3.5459 -1.4601 -0.059 -0.015 -0.104 0.427
H 3.0469 -1.4091 -2.1997 -0.081 0.082 0.043 0.497
```
Positions in Å, forces in eV/Å.

## Properties
Max |F|   2.5 eV/A
<S²>   0.77
E_HOMO (alpha / beta)   -0.16244 / -0.26477 Eh
Spin multiplicity   2
ΔE to the lowest compared entry with this formula, charge and spin   40.1 kcal/mol



Here is a molecular structure, C45H80BIN10O2PS2Ti from OMol25. Energies are from ωB97M-V with the def2-TZVPD basis set.

```
143
Properties=species:S:1:pos:R:3:forces:R:3:mulliken_charge:R:1
Ti 0.1674 -0.3758 -1.8856 -0.011 -0.034 -0.445 -0.089
C -3.0519 -3.0794 -1.1475 -0.017 0.003 0.014 -1.797
C -1.9493 -3.6121 -0.2461 0.094 -0.040 -0.007 0.654
C -1.2779 -4.8404 -0.8781 -0.013 -0.002 -0.023 -1.543
C -0.8700 -2.7239 0.3573 -0.103 0.101 0.067 -0.321
C -0.4934 -3.0121 1.6630 0.026 0.007 -0.019 -1.374
C 0.6317 -2.2671 1.9506 0.038 -0.070 -0.020 0.167
C 1.3577 -2.4335 3.2773 -0.040 0.018 -0.005 0.505
C 2.4627 -1.4619 3.6549 -0.017 0.024 0.036 -0.526
C 0.3276 -2.4354 4.4170 0.038 0.025 0.052 -1.406
N 0.9108 -1.5430 0.8437 -0.114 0.228 -0.057 1.157
N -0.0382 -1.7857 -0.1341 0.339 -0.158 0.073 0.725
B 2.2027 -0.7960 0.3672 -0.082 -0.020 0.135 0.482
N 1.9093 0.7113 0.1320 0.018 0.056 -0.075 0.619
N 0.7781 1.1238 -0.5479 -0.071 -0.166 0.369 1.227
C 0.7451 2.4673 -0.5037 0.068 0.114 -0.160 -0.222
C 1.8695 2.9126 0.1809 0.074 -0.010 -0.080 -1.593
C 2.6030 1.7988 0.5242 0.026 0.013 0.108 0.272
C 3.9988 1.8686 1.0880 0.000 0.041 -0.067 -0.065
C 4.9975 1.1173 0.2090 0.012 -0.033 -0.034 -1.625
C 4.1166 1.5079 2.5653 -0.003 -0.011 -0.023 -1.721
C -0.2839 3.4450 -1.0218 0.012 0.035 0.090 1.360
C 0.3697 4.5464 -1.8667 -0.006 0.031 -0.018 -1.605
C -1.4951 2.8894 -1.7421 0.050 0.030 -0.095 -0.807
N 2.6916 -1.4371 -0.9689 -0.089 -0.042 0.037 1.172
N 2.2459 -0.9044 -2.1595 -0.178 -0.305 0.235 1.067
C 2.9949 -1.4452 -3.1517 0.057 0.042 0.013 -0.794
C 3.8801 -2.3526 -2.5776 -0.031 -0.040 -0.022 -1.284
C 3.6608 -2.3351 -1.2119 0.030 0.039 0.025 0.378
C 4.3582 -3.2305 -0.2196 -0.009 -0.004 -0.025 0.069
C 3.3632 -4.0735 0.5760 -0.036 0.005 0.020 -1.876
C 5.3687 -2.5390 0.6961 -0.006 0.035 0.012 -1.330
C 3.0190 -1.0163 -4.5996 -0.026 0.080 -0.015 2.048
C 4.2749 -1.5377 -5.2980 0.000 0.036 -0.011 -2.160
C 1.8028 -1.3724 -5.4531 0.015 0.072 -0.082 -1.191
H -3.4854 -2.1536 -0.7777 -0.016 0.033 0.054 0.266
H -2.7067 -2.9201 -2.1643 0.007 0.008 0.010 0.168
H -3.8442 -3.8313 -1.1816 0.012 -0.001 -0.015 0.599
H -2.4618 -3.9706 0.6500 -0.006 -0.035 0.024 0.334
H -0.7052 -4.5613 -1.7619 0.001 -0.002 -0.005 0.208
H -2.0378 -5.5626 -1.1836 0.003 0.001 0.013 0.435
H -0.6026 -5.3273 -0.1735 -0.003 0.006 0.007 0.384
H -0.9836 -3.7228 2.3052 0.019 -0.007 0.000 0.696
H 1.8012 -3.4348 3.2383 -0.027 -0.009 -0.017 0.584
H 2.0844 -0.4399 3.6936 0.040 0.019 -0.061 0.128
H 3.3115 -1.5009 2.9824 0.033 -0.048 -0.006 -0.797
H 2.8231 -1.7181 4.6529 -0.014 0.015 0.007 0.542
H -0.1176 -1.4436 4.5281 0.020 -0.037 -0.009 0.012
H 0.8269 -2.6864 5.3538 -0.004 0.013 0.003 0.546
H -0.4768 -3.1520 4.2693 -0.009 -0.012 -0.019 0.376
H 3.0503 -0.8911 1.1831 0.016 -0.027 -0.018 -1.232
H 2.1521 3.9362 0.3576 0.001 -0.008 0.013 0.583
H 4.2408 2.9311 1.0007 0.037 -0.007 0.012 0.692
H 4.8714 0.0403 0.2901 -0.011 0.003 -0.004 0.141
H 6.0165 1.3628 0.5123 -0.001 -0.013 0.005 0.594
H 4.8795 1.3920 -0.8409 0.001 0.004 0.008 0.292
H 3.7431 0.5088 2.7571 0.036 -0.040 0.025 0.230
H 3.5549 2.2097 3.1842 -0.020 -0.031 0.001 0.273
H 5.1623 1.5422 2.8759 -0.002 0.045 -0.006 0.466
H -0.6386 3.9247 -0.0987 -0.062 -0.029 -0.004 0.220
H 0.7389 4.1428 -2.8097 -0.032 0.021 0.051 0.153
H 1.2008 5.0297 -1.3543 0.005 0.000 -0.001 0.390
H -0.3780 5.3101 -2.0871 0.013 0.009 -0.002 0.505
H -1.2249 2.4638 -2.7099 -0.026 0.053 0.063 0.125
H -2.1890 3.7101 -1.9382 -0.012 -0.007 -0.004 0.592
H -2.0079 2.1491 -1.1365 0.020 0.068 0.032 -0.355
H 4.6148 -2.9486 -3.0896 0.009 0.013 -0.008 0.638
H 4.9296 -3.9107 -0.8565 0.012 -0.014 0.022 0.585
H 2.7116 -3.4404 1.1748 0.036 -0.012 0.015 0.515
H 3.8938 -4.7480 1.2505 0.004 -0.011 -0.020 0.478
H 2.7323 -4.6711 -0.0837 -0.006 0.016 -0.008 0.403
H 4.8788 -1.9257 1.4524 0.010 0.019 -0.015 0.013
H 6.0521 -1.9060 0.1302 0.007 -0.009 -0.004 0.386
H 5.9603 -3.2932 1.2176 -0.010 -0.008 -0.006 0.519
H 3.0937 0.0731 -4.6022 -0.022 0.052 0.019 -0.433
H 4.2526 -2.6257 -5.4126 -0.011 0.011 -0.002 0.390
H 5.1854 -1.2599 -4.7646 -0.021 -0.001 0.006 0.470
H 4.3200 -1.0828 -6.2875 0.022 -0.010 0.004 0.441
H 1.6917 -2.4563 -5.5523 -0.006 0.044 -0.010 0.456
H 1.9576 -0.9292 -6.4372 0.024 -0.016 -0.049 0.484
H 0.8760 -0.9666 -5.0522 0.139 0.047 -0.084 -0.328
C -3.6817 -0.4598 -4.4555 -0.030 -0.003 0.024 -1.759
C -2.4501 -0.8259 -3.6742 0.043 -0.145 -0.109 0.765
S -2.2647 -0.1335 -2.1507 -0.164 -0.165 -0.032 -0.104
C -1.5720 -1.8075 -4.1752 -0.215 0.071 0.015 0.608
C -1.8455 -2.4559 -5.5024 0.009 -0.016 -0.006 -2.091
S -0.2550 -2.3648 -3.2866 -0.083 -0.093 0.244 -0.263
H -4.0787 0.4973 -4.1269 -0.005 -0.009 0.015 0.477
H -4.4578 -1.2181 -4.3103 0.011 -0.009 -0.014 0.320
H -3.4775 -0.4058 -5.5244 0.015 0.021 -0.003 0.416
H -2.8426 -2.9025 -5.5243 0.001 0.009 -0.003 0.466
H -1.1073 -3.2249 -5.7146 -0.007 -0.010 0.010 0.444
H -1.8016 -1.7171 -6.3065 0.015 0.006 -0.001 0.355
N 0.3706 2.0312 -5.0961 0.007 0.056 -0.096 -0.458
C 1.0311 1.6508 -3.9492 -0.217 -0.083 0.048 0.660
O 0.3259 0.7062 -3.2320 0.442 0.370 -0.211 0.686
C 2.1766 2.1294 -3.4658 0.058 -0.004 -0.050 -1.323
I 3.2669 2.1734 -7.1776 -0.056 -0.104 0.058 -0.769
H -0.2935 1.3423 -5.4162 0.025 -0.051 -0.003 0.330
H 1.0150 2.3010 -5.8525 0.027 -0.007 0.118 0.085
H 2.5801 1.7537 -2.5385 -0.008 0.000 -0.011 -0.177
H 2.7346 2.8408 -4.0584 0.013 -0.009 0.008 0.341
O -1.9861 1.2222 0.9956 -0.317 -0.022 -0.088 -0.286
P -2.8198 1.6076 2.1603 0.311 0.047 0.079 -1.685
N -4.1267 2.5499 1.7533 0.027 0.067 0.076 0.077
C -3.9050 3.5335 0.6651 -0.049 -0.029 0.030 0.348
C -4.4901 4.8564 1.1785 0.027 0.013 -0.018 -0.791
C -4.4868 4.6944 2.6971 -0.025 0.005 -0.004 -0.674
C -4.8357 3.2218 2.8585 -0.029 -0.018 -0.002 -0.733
N -1.8500 2.4412 3.2489 0.066 -0.218 0.022 0.957
C -0.4209 2.6107 2.9600 -0.045 0.055 -0.026 -0.380
C 0.2468 1.7483 4.0217 0.035 0.036 -0.002 0.934
C -0.5969 2.0428 5.2639 -0.010 -0.002 0.004 -1.152
C -2.0074 2.3515 4.7081 0.005 0.018 -0.006 -0.709
N -3.5094 0.3827 3.0355 -0.160 -0.017 -0.104 1.028
C -2.7120 -0.8438 3.1981 -0.021 0.160 0.208 0.304
C -3.6589 -1.9385 2.7334 0.008 -0.040 0.014 -0.097
C -4.9969 -1.4517 3.2811 -0.019 0.005 0.008 -0.840
C -4.9491 0.0608 3.0388 0.042 -0.048 -0.071 -0.789
H -4.3892 3.1957 -0.2510 0.011 -0.001 -0.029 0.393
H -2.8402 3.6279 0.4529 0.019 0.017 0.026 -0.705
H -5.5110 4.9905 0.8162 -0.008 -0.022 0.013 0.315
H -3.9043 5.7103 0.8403 -0.020 0.009 -0.009 0.417
H -5.1924 5.3524 3.2038 0.015 0.013 -0.005 0.480
H -3.4864 4.8777 3.0966 0.000 -0.015 -0.001 0.176
H -5.9141 3.0630 2.7554 -0.003 0.005 -0.004 0.479
H -4.5361 2.8143 3.8251 0.009 0.005 -0.013 0.248
H -0.1360 3.6629 3.0839 0.009 -0.002 -0.004 0.330
H -0.2025 2.3047 1.9411 -0.018 -0.020 0.036 -0.485
H 1.3045 1.9733 4.1646 -0.007 -0.013 -0.011 0.463
H 0.1516 0.7005 3.7216 -0.008 0.016 0.014 -1.006
H -0.1983 2.9164 5.7820 0.000 -0.003 0.007 0.350
H -0.6104 1.2190 5.9777 -0.002 -0.006 -0.010 0.341
H -2.3866 3.2917 5.1201 -0.001 0.005 -0.009 0.442
H -2.7234 1.5665 4.9513 -0.012 0.014 0.010 0.441
H -1.7940 -0.7810 2.6163 0.015 -0.028 -0.059 -0.368
H -2.4459 -0.9913 4.2533 0.007 0.006 -0.011 -0.070
H -3.3763 -2.9291 3.0906 -0.005 0.002 0.009 0.396
H -3.6829 -1.9534 1.6430 0.031 -0.023 -0.079 -0.319
H -5.0543 -1.6604 4.3518 -0.004 0.000 0.000 0.359
H -5.8603 -1.9129 2.8033 0.010 -0.004 -0.002 0.412
H -5.4747 0.6076 3.8249 -0.001 0.007 -0.018 0.238
H -5.4010 0.3294 2.0822 -0.012 -0.006 0.008 0.412
```
Positions in Å, forces in eV/Å.

## Properties
Max |F|   0.6 eV/A
<S²>   0.76
E_HOMO (alpha / beta)   -0.22301 / -0.22300 Eh
Spin multiplicity   2
ΔE to the lowest compared entry with this formula, charge and spin   29.5 kcal/mol